[1]
19
Properties=species:S:1:pos:R:3:nbo_charge:R:1 method="wB97M-V/def2-TZVPD" spin_multiplicity=1 orbital_gap_ev=8.738
C -2.500 0.314 0.471 -0.594
C -1.082 0.044 0.039 -0.358
C -0.725 -0.678 -1.124 -0.059
O 0.656 -1.494 0.048 -0.690
C 1.265 -0.293 0.481 0.081
C 2.458 0.086 -0.383 -0.626
C 0.126 0.821 0.503 -0.447
H -3.167 -0.504 0.174 0.212
H -2.898 1.239 0.034 0.204
H -2.562 0.417 1.560 0.213
H -0.523 -1.115 0.476 0.443
H -1.387 -1.460 -1.494 0.206
H 0.048 -0.368 -1.826 0.196
H 1.612 -0.453 1.510 0.175
H 3.203 -0.715 -0.381 0.220
H 2.926 1.002 -0.003 0.208
H 2.161 0.269 -1.422 0.197
H 0.403 1.645 -0.168 0.204
H -0.013 1.242 1.505 0.215



[2]
19
Properties=species:S:1:pos:R:3:nbo_charge:R:1 method="wB97M-V/def2-TZVPD" spin_multiplicity=1 orbital_gap_ev=10.140
C 0.108 -0.596 -0.368 0.401
C -1.075 0.205 -0.002 -0.459
C 0.854 -0.260 -1.644 -0.675
C 0.982 -1.180 0.722 -0.671
C -0.240 1.472 0.420 -0.201
C -0.604 2.202 1.485 -0.384
O -0.953 -1.918 -0.895 -0.899
H -1.375 -2.529 -0.274 0.460
H -1.711 0.452 -0.852 0.240
H -1.621 -0.212 0.844 0.223
H 0.524 1.915 -0.212 0.203
H 1.759 0.323 -1.456 0.221
H 1.325 -2.165 0.393 0.240
H 1.151 -1.194 -2.131 0.253
H 0.221 0.281 -2.352 0.224
H 1.870 -0.573 0.913 0.223
H 0.432 -1.327 1.655 0.219
H -0.237 3.215 1.616 0.196
H -1.411 1.889 2.139 0.187



[3]
19
Properties=species:S:1:pos:R:3:nbo_charge:R:1 method="wB97M-V/def2-TZVPD" spin_multiplicity=1 orbital_gap_ev=10.218 smiles="C=CC=C(C)C.O"
C 2.097 -0.433 -1.460 -0.382
C 1.111 -1.221 -1.045 -0.209
C -0.318 -0.836 -0.897 -0.260
C -0.838 -0.497 0.282 0.040
C -0.089 -0.422 1.565 -0.677
C -2.224 0.089 0.355 -0.637
H 1.921 0.551 -1.907 0.180
H 3.138 -0.709 -1.411 0.201
H 1.412 -2.225 -0.749 0.203
H -0.959 -0.896 -1.752 0.212
H -0.138 0.570 2.043 0.214
H 0.981 -0.653 1.493 0.230
H -0.414 -1.136 2.327 0.232
H -2.122 1.112 0.721 0.221
H -2.802 -0.373 1.152 0.213
H -2.731 0.161 -0.598 0.218
O 0.624 2.671 0.125 -0.935
H 0.744 2.433 -0.809 0.468
H 0.608 1.812 0.566 0.469



[4]
19
Properties=species:S:1:pos:R:3:nbo_charge:R:1 method="wB97M-V/def2-TZVPD" spin_multiplicity=1 orbital_gap_ev=9.784
C 1.367 -0.338 -1.224 -0.665
C 1.308 0.817 -0.267 -0.168
C 0.362 1.757 -0.162 -0.236
C -0.950 1.832 -0.893 -0.659
H 1.381 -1.298 -0.694 0.236
H 0.534 -0.349 -1.933 0.210
H 2.297 -0.275 -1.802 0.225
H 2.157 0.889 0.414 0.205
H 0.535 2.556 0.562 0.206
H -1.152 0.937 -1.489 0.211
H -0.994 2.701 -1.560 0.226
H -1.768 1.944 -0.171 0.222
C -0.798 -2.621 1.406 -0.518
C -0.843 -1.326 1.115 0.138
O -0.428 -0.373 1.988 -0.701
H -1.193 -3.359 0.719 0.206
H -0.376 -2.951 2.350 0.207
H -1.241 -0.961 0.164 0.160
H -0.196 0.417 1.476 0.495



[5]
19
Properties=species:S:1:pos:R:3:nbo_charge:R:1 method="wB97M-V/def2-TZVPD" spin_multiplicity=1 orbital_gap_ev=8.936
C -0.314 -2.781 -0.391 -0.599
C -0.170 -1.296 -0.690 -0.487
C 0.117 -0.536 0.576 0.348
C 1.228 1.304 -0.403 -0.554
C 0.460 2.031 0.526 -0.366
C -0.963 1.924 0.511 -0.265
O -0.839 -0.040 1.218 -0.636
H 0.607 -3.147 0.076 0.201
H -1.155 -2.968 0.286 0.211
H -0.489 -3.321 -1.326 0.210
H 0.653 -1.141 -1.386 0.208
H -1.109 -0.929 -1.124 0.206
H 1.016 -0.857 1.132 0.140
H 2.310 1.278 -0.286 0.207
H 0.914 1.309 -1.449 0.197
H -0.147 3.139 0.278 0.275
H 0.897 2.179 1.510 0.236
H -1.566 1.985 1.405 0.255
H -1.451 1.870 -0.462 0.213



[6]
19
Properties=species:S:1:pos:R:3:nbo_charge:R:1 method="wB97M-V/def2-TZVPD" spin_multiplicity=1 orbital_gap_ev=8.910
C 1.422 1.173 0.139 -0.605
C 0.653 -0.152 0.129 -0.209
C 1.550 -1.316 -0.302 -0.600
C -0.565 -0.064 -0.785 -0.382
C -1.783 -0.900 -0.564 -0.582
C -1.850 0.587 -0.387 0.131
O -1.807 0.941 1.850 -0.917
H 0.775 2.009 0.435 0.204
H 2.271 1.129 0.833 0.212
H 1.817 1.401 -0.860 0.205
H 0.281 -0.353 1.142 0.215
H 2.413 -1.416 0.368 0.210
H 1.929 -1.155 -1.320 0.201
H 0.995 -2.262 -0.292 0.214
H -0.307 0.173 -1.823 0.245
H -2.345 -1.331 -1.392 0.244
H -1.836 -1.478 0.357 0.256
H -2.337 1.295 1.014 0.486
H -1.049 1.548 1.885 0.469



[7]
19
Properties=species:S:1:pos:R:3:nbo_charge:R:1 method="wB97M-V/def2-TZVPD" spin_multiplicity=1 orbital_gap_ev=10.386 smiles="C/C=C/[C@H](C)OC"
C 2.751 -0.281 -0.641 -0.638
C 1.350 0.094 -0.264 -0.182
C 0.323 -0.748 -0.219 -0.224
C -1.107 -0.335 0.047 0.068
C -1.916 -0.462 -1.239 -0.608
O -1.214 1.007 0.479 -0.539
C -0.890 1.191 1.836 -0.253
H 3.098 0.342 -1.475 0.216
H 2.814 -1.333 -0.946 0.209
H 3.452 -0.118 0.188 0.215
H 1.167 1.143 -0.033 0.203
H 0.469 -1.804 -0.457 0.196
H -1.540 -1.002 0.815 0.167
H -2.966 -0.209 -1.069 0.215
H -1.858 -1.483 -1.630 0.208
H -1.502 0.221 -1.988 0.217
H -1.608 0.681 2.496 0.165
H -0.944 2.265 2.032 0.193
H 0.122 0.833 2.071 0.174



[8]
19
Properties=species:S:1:pos:R:3:nbo_charge:R:1 method="wB97M-V/def2-TZVPD" spin_multiplicity=1 orbital_gap_ev=10.695 smiles=CC(C)[C@H]1C[C@H]1O
C 1.502 1.172 0.133 -0.599
C 0.684 -0.122 0.160 -0.230
C 1.483 -1.307 -0.384 -0.599
C -0.626 0.086 -0.574 -0.245
C -1.790 -0.843 -0.334 -0.439
C -1.829 0.547 0.209 0.079
O -1.736 0.666 1.599 -0.703
H 0.912 2.018 0.509 0.197
H 2.405 1.092 0.748 0.210
H 1.812 1.421 -0.890 0.203
H 0.429 -0.343 1.203 0.212
H 2.393 -1.466 0.207 0.207
H 1.785 -1.144 -1.427 0.200
H 0.893 -2.229 -0.345 0.211
H -0.529 0.496 -1.581 0.213
H -2.448 -1.094 -1.161 0.218
H -1.647 -1.638 0.395 0.224
H -2.511 1.258 -0.260 0.173
H -1.186 1.438 1.789 0.468



[9]
19
Properties=species:S:1:pos:R:3:nbo_charge:R:1 method="wB97M-V/def2-TZVPD" spin_multiplicity=1 orbital_gap_ev=8.273 smiles="CC1=CC1.CCO"
C 0.471 1.184 -1.686 -0.633
C 0.286 1.099 -0.232 -0.125
C 0.897 0.898 0.902 -0.087
C -0.175 1.912 0.928 -0.427
H 1.192 0.437 -2.038 0.209
H -0.458 1.060 -2.251 0.206
H 0.872 2.178 -1.917 0.217
H 1.837 0.721 1.400 0.201
H -1.121 1.718 1.452 0.165
H 0.165 2.946 1.001 0.163
C -0.227 -2.072 -0.477 -0.641
C -0.947 -1.156 0.504 -0.078
O -0.105 -0.664 1.642 -0.700
H 0.418 -2.746 0.090 0.201
H 0.389 -1.539 -1.210 0.218
H -0.941 -2.693 -1.036 0.222
H -1.692 -1.672 1.088 0.190
H -1.489 -0.363 -0.064 0.215
H 0.627 -1.248 1.903 0.483



[10]
19
Properties=species:S:1:pos:R:3:nbo_charge:R:1 method="wB97M-V/def2-TZVPD" spin_multiplicity=1 orbital_gap_ev=10.193 smiles="C/C=C/CCCO"
C -1.035 2.636 -1.170 -0.655
C -1.241 1.257 -0.597 -0.179
C -0.881 0.863 0.616 -0.192
C -0.700 -0.607 0.956 -0.439
C 0.349 -1.330 0.079 -0.405
C 1.816 -1.313 0.516 -0.061
O 2.514 -2.317 -0.217 -0.729
H -1.599 2.788 -2.081 0.217
H -1.416 3.431 -0.522 0.218
H 0.040 2.772 -1.249 0.223
H -1.751 0.510 -1.195 0.188
H -0.522 1.594 1.336 0.190
H -0.468 -0.617 2.027 0.206
H -1.606 -1.200 0.830 0.214
H 0.097 -2.392 0.201 0.183
H 0.194 -1.001 -0.941 0.214
H 2.299 -0.424 0.154 0.184
H 1.906 -1.525 1.577 0.162
H 2.007 -3.125 -0.319 0.461



[11]
19
Properties=species:S:1:pos:R:3:nbo_charge:R:1 method="wB97M-V/def2-TZVPD" spin_multiplicity=1 orbital_gap_ev=8.280
C 1.840 -0.956 -0.797 -0.797
C 1.160 0.233 -0.286 0.214
O 0.006 2.502 -0.315 -0.741
C -0.629 1.612 0.563 -0.050
C -0.265 0.153 0.166 -0.277
C -0.458 -0.807 1.353 -0.602
C -1.162 -0.285 -1.011 -0.600
H 2.559 -0.675 -1.577 0.254
H 2.483 -1.209 0.067 0.288
H 1.267 -1.847 -1.092 0.194
H 0.901 2.088 -0.398 0.487
H -1.710 1.782 0.494 0.174
H -0.326 1.789 1.610 0.153
H 0.208 -0.563 2.188 0.216
H -0.302 -1.855 1.074 0.212
H -1.489 -0.710 1.719 0.223
H -0.902 -1.283 -1.379 0.204
H -1.096 0.433 -1.835 0.229
H -2.204 -0.312 -0.669 0.219



[12]
19
Properties=species:S:1:pos:R:3:nbo_charge:R:1 method="wB97M-V/def2-TZVPD" spin_multiplicity=1 orbital_gap_ev=7.672
C 1.618 1.210 0.044 -0.614
C 0.763 -0.046 0.199 -0.211
C 1.465 -1.280 -0.377 -0.608
C -0.621 0.176 -0.439 -0.364
C -1.683 -0.775 -0.036 0.003
C -1.485 1.296 0.193 -0.295
O -2.390 0.224 1.060 -0.617
H 1.065 2.079 0.413 0.240
H 2.563 1.127 0.594 0.205
H 1.865 1.382 -1.012 0.196
H 0.597 -0.214 1.276 0.183
H 2.431 -1.459 0.111 0.213
H 1.658 -1.151 -1.450 0.203
H 0.862 -2.190 -0.259 0.197
H -0.521 0.342 -1.521 0.219
H -2.462 -0.945 -0.789 0.218
H -1.463 -1.657 0.560 0.190
H -2.282 1.567 -0.516 0.129
H -1.980 0.312 1.948 0.514



Record-wise E values, in Eh: -310.90912, -310.95951, -311.00045, -310.99721, -310.87702, -310.89015, -311.01449, -311.01841, -310.88406, -310.99891, -310.91775, -310.87902